Density functional theory data (the ωB97M-V functional and the def2-TZVPD basis) for 7 unconnected molecules or ions with the total composition C28H75N9O10 at a distorted geometry.

XYZ file:
```
122
Properties=species:S:1:pos:R:3:forces:R:3
H 17.95371 24.33093 1.95020 -0.121 -0.121 -0.593
H 17.61518 18.02206 8.05933 0.165 0.130 0.149
H 14.37915 16.13528 7.91561 0.060 0.171 -0.321
H 12.14152 20.69206 6.12020 0.187 0.171 0.146
O 21.31593 21.85674 9.02956 0.177 0.610 0.020
H 17.50919 18.99726 -3.75909 -0.141 0.242 -0.582
C 15.37732 17.01426 1.35397 -0.212 0.381 -0.105
H 18.47369 15.84579 -3.24641 -0.183 -0.341 -0.318
C 16.16487 12.80765 1.81517 -0.806 0.232 -0.709
C 14.59712 17.42441 2.61982 0.870 -0.848 0.550
H 14.50630 18.21937 10.18000 -0.179 -0.603 -0.225
H 17.44743 23.25323 10.57744 0.008 0.591 -0.085
C 15.43550 16.35496 8.10836 -1.363 -0.161 1.310
H 18.27645 25.73977 6.66706 -0.053 -0.300 -0.007
H 22.60484 23.45103 9.24064 -0.014 -0.214 -0.255
H 18.04230 19.46993 2.36782 0.336 0.090 -0.073
N 12.43518 19.74388 6.24260 -0.344 -0.180 -0.577
H 11.29275 18.45248 8.55639 0.135 0.213 -0.202
H 16.85174 20.11695 1.28966 -0.034 -0.015 -0.278
H 17.70993 16.35188 -4.85021 0.156 -0.530 0.052
N 11.39756 19.21340 4.24044 -0.286 -0.318 -0.149
C 17.91867 18.47046 5.20108 -0.176 0.082 -1.457
H 15.84233 13.82472 4.21456 0.302 -0.202 -0.219
N 17.08615 24.10738 2.39006 -0.280 0.099 1.276
H 16.05283 18.33919 -4.63006 0.245 -0.113 -0.129
H 11.08423 20.15404 4.10500 -0.036 0.069 0.087
H 14.83279 18.49862 -2.51239 -0.096 0.181 0.047
O 12.49947 17.63708 5.44780 -0.506 0.118 0.073
H 18.45516 20.86828 1.27167 0.060 0.156 0.465
N 16.22564 19.55042 -1.41668 -0.405 -0.144 -1.162
H 12.15897 17.61329 9.84112 -0.050 0.000 0.018
H 13.93003 18.26191 2.42344 -0.057 -0.108 -0.240
H 13.99875 20.56176 4.28931 -0.382 0.456 -0.310
C 15.12689 15.97880 -0.66848 0.343 -0.464 -1.053
C 14.51618 15.33810 4.00039 0.509 1.755 -0.579
H 17.05886 17.90543 5.56585 0.017 0.168 0.338
H 18.88380 17.34283 -4.04488 -0.200 0.400 0.331
N 18.45080 22.14961 9.06726 -0.448 0.761 0.365
H 17.68086 20.66868 -2.43738 0.117 -0.230 -0.093
H 18.58195 20.90690 10.76776 -0.043 -0.445 -0.567
O 15.90333 19.94136 4.16486 0.494 0.176 -0.585
N 18.52440 20.17401 6.77971 0.354 0.539 0.560
H 17.16219 21.22573 -0.89914 0.978 0.107 0.297
H 19.04493 22.76941 8.52402 0.416 -0.162 0.265
H 12.12883 19.37869 9.86671 -0.267 0.101 -0.075
C 14.56774 18.56896 9.14169 0.100 0.389 -0.113
H 16.51533 12.17610 2.63594 0.509 -0.247 -0.438
H 19.01500 24.50582 3.92804 0.284 -0.148 0.216
H 16.14989 24.56920 8.59159 0.149 0.257 0.428
H 14.63288 20.25435 2.63717 -0.224 -0.255 0.097
H 21.35573 23.40746 10.45102 -0.138 -0.149 0.107
H 15.41709 17.93157 0.74546 -0.325 -0.180 -0.284
O 18.17573 25.10049 8.69373 -0.458 -0.043 -0.595
C 17.92508 19.92011 1.38544 -0.037 0.019 -0.412
H 15.36695 17.78863 3.31982 -0.086 0.175 0.091
C 16.57230 18.43378 -3.66910 0.603 0.213 0.601
C 18.68401 19.58845 -0.85611 -0.942 0.021 -0.281
H 13.83874 14.81225 4.67044 -0.392 -0.181 -0.516
H 18.34225 23.67474 5.31076 0.030 0.227 0.081
H 15.61197 15.87452 9.07648 0.446 -0.197 -0.182
H 17.86213 18.39142 4.10820 -0.120 -0.378 0.148
H 14.60888 15.26472 -1.31531 -0.194 -0.543 0.758
H 14.88458 16.90348 -1.20561 0.123 0.435 0.636
C 12.09894 18.79128 5.33342 0.798 0.031 -0.129
H 15.04720 21.74980 3.38111 0.279 0.023 0.652
H 13.16041 16.74320 3.89417 0.017 0.345 -0.425
H 15.94550 19.95893 6.22101 -0.435 0.656 0.234
N 13.80090 16.36845 3.19890 -0.514 -1.579 0.390
H 16.00317 15.88941 7.30683 0.328 0.251 0.082
H 14.81764 19.63521 9.26754 0.371 -0.031 -0.170
H 18.84366 17.96199 5.46962 0.082 0.278 0.370
H 11.06673 18.49783 3.61746 0.008 0.042 -0.030
C 17.15964 24.13713 8.54308 -0.255 0.249 -0.155
O 13.34504 18.52881 8.43573 -0.188 -0.513 0.059
C 17.88617 19.98824 5.47292 0.977 -1.124 0.145
C 17.05840 23.92351 3.75109 -0.624 -0.628 0.096
H 18.87623 18.74328 -1.51839 0.262 -0.041 0.065
H 16.36770 22.49805 9.41206 0.200 -0.502 0.321
C 15.62064 17.85491 8.29426 0.707 -0.415 -0.881
H 16.43773 15.04322 3.14931 -0.032 -0.176 -0.952
H 16.93792 13.40095 1.30711 0.276 0.308 0.803
H 19.54242 20.26829 -0.85435 0.134 0.005 0.215
C 16.43533 20.45422 5.37728 0.627 -0.032 -0.654
C 17.47041 20.31181 -1.42691 -1.135 0.574 0.363
C 18.11564 26.09800 7.68394 0.794 0.579 1.046
C 17.33487 23.00735 9.51996 -0.460 -0.848 -0.864
O 14.77476 15.92700 0.68409 -0.508 0.873 -0.707
H 15.57000 18.23507 7.26293 -0.472 0.442 0.174
H 19.53043 20.05455 6.68988 -0.100 -0.552 -0.274
H 17.20939 26.70599 7.72440 -0.290 -0.267 0.014
C 15.66596 19.18097 -2.71123 -0.393 -0.906 0.431
C 20.48912 20.97070 9.75936 0.111 -0.877 -0.786
H 16.92004 19.15503 8.97169 0.717 -0.025 0.000
H 15.21591 20.02109 -3.24854 0.239 0.254 0.122
C 22.01512 22.77225 9.85424 0.071 -0.056 0.021
H 15.76991 12.27274 0.94566 -0.214 -0.564 0.556
H 21.03742 20.51667 10.59473 -0.108 0.248 0.142
O 18.41993 19.01916 0.40569 -0.022 -0.224 0.296
H 16.44445 16.79219 1.46947 0.022 -0.174 0.664
H 13.12803 19.43235 6.91179 -0.227 0.301 0.343
H 17.17336 23.71813 7.52303 0.225 -0.148 0.027
C 19.19319 21.60205 10.18069 0.025 0.177 1.200
N 16.96264 18.14699 8.82665 -0.804 0.354 0.205
C 15.54673 14.42851 3.33184 -0.315 0.133 2.056
H 16.34410 21.53765 5.26482 -0.007 0.050 1.008
O 15.09923 13.58029 2.32934 0.223 0.409 -0.559
O 16.03264 23.63855 4.36513 0.526 0.256 -0.416
H 18.93259 26.75226 7.98737 0.062 0.214 -0.485
N 18.27844 23.97950 4.35783 0.089 0.177 -0.205
O 16.96195 17.17602 -3.13369 0.120 0.436 -0.128
C 18.05764 16.64497 -3.85495 -0.215 0.022 -0.031
H 18.51591 21.08809 7.23178 -0.948 -0.020 -0.260
C 14.83990 20.70039 3.60795 0.017 -0.694 0.001
H 22.69290 22.21412 10.50636 0.024 0.123 0.173
H 20.29877 20.15897 9.04812 -0.176 0.029 0.154
H 18.52696 20.40997 4.68825 -0.414 0.440 -0.180
H 16.14882 18.78961 -0.76106 0.565 -0.019 0.010
H 16.20777 23.93754 1.93721 0.195 0.232 -0.453
H 19.40041 22.33721 10.97997 0.144 0.434 -0.347
C 12.16094 18.50617 9.20606 0.582 -0.284 0.657
H 16.19621 15.78270 -0.80075 0.137 0.184 -0.058
H 15.13433 15.94420 4.68732 0.325 -0.345 0.314
```
Forces are in eV/Å.

Calculated values
HOMO level = -7.35 eV
F_max = 2.084 eV/A

Here are the Löwdin charges for atoms 1 to 8, given in e: number 1, H, carries 0.0901; number 2, H, carries 0.0465; number 3, H, carries 0.0774; number 4, H, carries 0.1005; number 5, O, carries -0.1954; number 6, H, carries 0.1023; number 7, C, carries -0.2093; number 8, H, carries 0.0899

***

Density functional theory data (the ωB97M-V functional and the def2-TZVPD basis) for 2 unconnected molecules or ions with the total composition HN4O4 at a distorted geometry.

XYZ file:
```
9
Properties=species:S:1:pos:R:3:forces:R:3
O -1.70534 1.70807 1.19837 -0.711 -1.358 0.148
O 0.31026 -3.08240 -0.38410 -2.214 -4.174 2.026
N 1.32404 -1.34144 -1.34153 -0.416 0.382 0.216
O -0.80829 -0.86632 0.37594 0.254 0.404 0.530
H 0.76894 1.80827 -0.29723 0.333 0.644 -0.003
N -0.68559 1.25442 0.66620 0.788 4.288 0.104
O 0.19808 2.38174 0.24741 0.022 -0.886 0.028
N -0.10356 0.23221 0.31970 -1.055 -2.475 -0.455
N 0.70147 -2.09456 -0.78477 3.000 3.175 -2.594
```
Forces are in eV/Å.

Calculated values
HOMO level = -3.56 eV
F_max = 5.141 eV/A
Charge = -1

Here are the Löwdin charges for atoms 1 to 8, given in e: number 1, O, carries -0.0730; number 2, O, carries 0.0593; number 3, N, carries 0.1747; number 4, O, carries -0.2336; number 5, H, carries 0.0565; number 6, N, carries -0.3931; number 7, O, carries -0.0571; number 8, N, carries -0.1405

***

Density functional theory data (the ωB97M-V functional and the def2-TZVPD basis) for C5H8O in the gas phase.

XYZ file:
```
14
Properties=species:S:1:pos:R:3:forces:R:3
C 1.38560 -0.25427 -0.76959 0.022 0.023 -0.052
C 0.44740 0.23650 0.29930 0.086 0.123 0.126
H 1.56286 1.94284 0.85281 -0.116 -0.113 0.010
H -0.56136 -1.66145 0.57906 -0.038 0.136 -0.025
H 2.22756 0.42996 -0.90740 -0.130 -0.096 0.042
C 0.67785 1.33307 1.01713 -0.033 -0.088 -0.067
H 1.78534 -1.24366 -0.51079 -0.078 0.130 -0.031
H -1.29389 -0.33289 1.45776 0.049 -0.014 -0.142
H 0.85823 -0.34896 -1.72533 0.075 0.010 0.131
O -1.71128 0.29537 -1.54550 -0.061 -0.333 0.421
C -1.82599 -0.43031 -0.58832 0.028 0.180 -0.280
H -0.01503 1.66998 1.78513 0.089 -0.078 -0.112
C -0.79644 -0.58759 0.51155 0.025 0.048 0.009
H -2.74086 -1.04858 -0.45579 0.083 0.072 -0.029
```
Forces are in eV/Å.

Calculated values
HOMO level = -9.46 eV
F_max = 0.540 eV/A

Here are the Löwdin charges for atoms 1 to 8, given in e: number 1, C, carries -0.0611; number 2, C, carries -0.3818; number 3, H, carries 0.0630; number 4, H, carries 0.1253; number 5, H, carries 0.0781; number 6, C, carries 0.0489; number 7, H, carries 0.0832; number 8, H, carries 0.1206

***

| no. | frontier orbital gap (Ha) | LUMO level (eV) |
| --- | --- | --- |
| 1 | 0.2798 | 0.27 |
| 2 | 0.2859 | 4.22 |
| 3 | 0.3829 | 0.96 |